(1)
The following is a quantum chemistry calculation of a molecular structure, C29H41CoF5P2S at a distorted geometry, from OMol25.

Results
charge = +1
Kohn-Sham gap (alpha / beta) = 6.28 / 4.28 eV
multiplicity = 5

Each line ends with the Mulliken charge.
Geometry (Å):
Co 0.9117 -1.6922 0.4733  -0.740
C -0.8034 -1.7029 1.5992  1.039
C -0.6038 -2.9149 0.8438  0.301
C 1.1366 -2.6923 2.3562  0.041
C 0.1970 -1.6540 2.6119  1.510
C 0.6000 -3.5337 1.3277  0.691
C -1.8902 -0.7144 1.4093  -1.386
H -2.2593 -0.7527 0.3760  0.061
H -1.5243 0.3075 1.5955  0.357
H -2.7291 -0.9096 2.0926  0.313
C 0.1708 -0.8109 3.8269  -1.179
H -0.5067 0.0412 3.6934  0.372
H 1.1660 -0.4191 4.0742  0.267
H -0.1813 -1.3728 4.7118  0.308
C 2.3780 -2.9420 3.1215  -1.432
H 2.1317 -3.4003 4.0914  0.302
H 2.9257 -2.0087 3.3253  0.184
H 3.0551 -3.6198 2.5895  0.356
C 1.0755 -4.9075 1.0358  -1.753
H 0.8087 -5.6031 1.8497  0.312
H 2.1694 -4.9476 0.9441  0.431
H 0.6328 -5.3053 0.1167  0.354
C -1.6050 -3.5552 -0.0464  -1.372
H -2.3227 -4.1690 0.5169  0.235
H -1.1111 -4.2118 -0.7769  0.364
H -2.1758 -2.7966 -0.5893  0.251
C -2.5267 4.8814 -0.7699  -0.347
C -3.6827 4.1611 -0.6734  -0.556
C -4.2544 3.2116 -1.6990  -0.833
C -3.2633 2.4344 -2.5889  -1.284
C -2.2501 1.8576 -1.6861  0.365
C -1.1179 2.4997 -1.3607  0.328
C -0.6076 3.7299 -2.0355  -1.023
C -1.5869 4.9270 -1.9503  -0.786
H -4.9355 3.7502 -2.3631  0.392
H -2.7751 3.0557 -3.3545  0.452
H -4.8415 2.4386 -1.1639  0.383
H -2.0873 5.0473 -2.9229  0.377
H -2.2648 5.5847 0.0224  0.425
H -4.2996 4.2634 0.2169  0.412
H -0.9324 5.7953 -1.7663  0.396
H 0.3315 4.0013 -1.5277  0.553
H -0.4439 2.1232 -0.6034  0.509
H -0.2995 3.5179 -3.0862  0.166
H -3.8024 1.6168 -3.1083  0.438
H -2.5785 0.9230 -1.1767  0.328
P -0.4662 -0.0955 -2.2349  0.951
C -0.2317 0.8017 -3.8835  -1.836
C -1.4309 -1.4520 -3.0054  -1.354
P 1.8302 -1.9628 -1.2558  1.200
C 1.3073 -0.3659 -2.0082  -1.670
C 1.5716 -3.4214 -2.3254  -1.030
C 3.6362 -1.6866 -1.4359  -1.536
H 0.7031 1.3859 -3.8858  0.398
H -1.0552 1.4898 -4.1169  0.344
H -0.1629 0.0753 -4.7087  0.685
H -1.4454 -1.3209 -4.0971  0.547
H -2.4749 -1.3854 -2.6622  0.361
H -1.0413 -2.4390 -2.7526  0.168
H 3.9407 -2.0907 -2.4106  0.490
H 4.1818 -2.1969 -0.6392  0.364
H 3.8659 -0.6098 -1.3950  0.480
H 1.5698 0.4674 -1.3245  0.539
H 1.8374 -0.2387 -2.9702  0.682
H 1.8526 -4.3401 -1.7725  0.346
H 2.2333 -3.3283 -3.2080  0.474
H 0.5237 -3.5207 -2.6446  0.259
F 1.6894 3.6574 5.5329  -0.302
C 1.9204 2.8007 4.5210  0.555
C 1.1081 2.8390 3.3857  -0.263
F 0.0509 3.6855 3.3081  -0.307
C 1.3675 1.9758 2.3347  -0.417
F 0.6201 2.0740 1.2008  -0.017
C 2.3756 0.9984 2.3684  0.673
S 2.5660 -0.1690 1.0662  -0.238
C 3.1815 0.9950 3.5345  -0.048
F 4.1966 0.0964 3.6479  -0.398
C 2.9790 1.8847 4.5853  0.314
F 3.7724 1.8643 5.6787  -0.298

---

(2)
The following is a quantum chemistry calculation of a molecular structure, C29H41F5MnP2S at a distorted geometry, from OMol25.

Results
charge = +2
Kohn-Sham gap (alpha / beta) = 6.29 / 7.20 eV
multiplicity = 4

Each line ends with the Mulliken charge.
Geometry (Å):
Mn -0.0782 -0.5966 0.9704  -0.879
C -0.8274 -2.4809 1.8261  0.458
C 0.5112 -2.6711 1.3163  0.752
C 0.5985 -1.0747 3.0132  0.407
C -0.7608 -1.5181 2.8856  1.016
C 1.3944 -1.8025 2.0605  0.360
C -2.0016 -3.3597 1.5985  -1.761
H -1.9390 -3.9416 0.6731  0.400
H -2.9342 -2.7789 1.5885  0.474
H -2.0853 -4.0836 2.4262  0.319
C -1.8417 -1.2717 3.8648  -1.399
H -2.8251 -1.5346 3.4679  0.440
H -1.8583 -0.2194 4.1682  0.121
H -1.6916 -1.8640 4.7810  0.312
C 1.1216 -0.2595 4.1389  -1.254
H 1.3222 -0.8793 5.0220  0.305
H 0.4002 0.5080 4.4405  0.213
H 2.0598 0.2299 3.8652  0.347
C 2.8758 -1.8805 2.1421  -1.599
H 3.1637 -2.5130 2.9948  0.332
H 3.3227 -0.8912 2.3124  0.402
H 3.3197 -2.3256 1.2503  0.428
C 0.9706 -3.8341 0.5143  -1.818
H 1.2180 -4.6814 1.1773  0.375
H 1.8802 -3.6029 -0.0626  0.394
H 0.2036 -4.1964 -0.1791  0.410
C -1.4373 0.9453 -3.6879  -0.443
C -1.7416 -0.3591 -3.8057  -0.150
C -1.0726 -1.3005 -4.7728  -1.047
C 0.4432 -1.0540 -5.0179  -1.104
C 1.2480 -0.5881 -3.8428  0.371
C 1.5430 0.7130 -3.6181  -0.831
C 0.8715 1.8810 -4.2738  -1.076
C -0.6071 1.6737 -4.6936  -1.207
H -1.5706 -1.2512 -5.7575  0.400
H 0.5620 -0.3593 -5.8646  0.324
H -1.2235 -2.3328 -4.4208  0.408
H -0.6482 1.1706 -5.6690  0.309
H -1.9143 1.5741 -2.9300  0.559
H -2.6499 -0.7594 -3.3406  0.889
H -1.0312 2.6785 -4.8364  0.457
H 0.9341 2.7320 -3.5739  0.346
H 2.3924 1.0271 -3.0031  0.964
H 1.4318 2.1875 -5.1752  0.462
H 0.8544 -2.0184 -5.3493  0.448
H 1.7456 -1.3857 -3.2908  0.376
P -1.5699 -0.4149 -0.5539  1.804
C -3.1176 0.4524 -0.7306  -1.230
C -1.5053 -2.0228 -1.4200  0.168
P 1.4806 0.4536 -0.1162  1.494
C -0.0994 0.5867 -1.1108  1.669
C 2.7002 -0.6364 -0.9359  -1.464
C 2.2610 2.0450 0.0908  -0.790
H -3.1129 1.3611 -0.1141  0.390
H -3.9100 -0.2022 -0.3434  0.435
H -3.3474 0.7161 -1.7675  0.457
H -0.9722 -1.9278 -2.3715  -0.532
H -2.5303 -2.3699 -1.5948  0.611
H -0.9752 -2.7725 -0.8337  -0.756
H 2.5451 2.4803 -0.8719  0.406
H 3.1620 1.9037 0.7009  0.483
H 1.6099 2.7476 0.6167  0.055
H -0.3665 1.6491 -1.2387  0.690
H 0.0890 0.1913 -2.1099  -2.522
H 3.5940 -0.6698 -0.3001  0.466
H 2.9941 -0.2868 -1.9258  0.539
H 2.3098 -1.6564 -1.0296  0.073
F 0.1873 6.1393 5.0775  -0.246
C -0.0791 5.0456 4.3404  0.517
C 0.1356 5.0527 2.9571  0.151
F 0.6042 6.1629 2.3524  -0.261
C -0.1576 3.9175 2.2175  -0.481
F -0.1131 3.9959 0.8546  -0.339
C -0.5962 2.7247 2.8067  0.879
S -1.0131 1.3427 1.7655  0.025
C -0.8660 2.7757 4.1950  -0.235
F -1.5251 1.7490 4.8159  -0.391
C -0.5974 3.9088 4.9606  0.184
F -0.8670 3.9067 6.2844  -0.258

---

(3)
The following is a quantum chemistry calculation of a molecular structure, C29H41F5P2STm at a distorted geometry, from OMol25.

Results
charge = +1
Kohn-Sham gap (alpha / beta) = 5.50 / 5.53 eV
multiplicity = 3

Each line ends with the Mulliken charge.
Geometry (Å):
Tm 0.1244 -1.8563 0.8640  -0.115
C -0.4768 0.4984 -0.2665  0.119
C -0.6812 -0.5350 -1.2555  2.247
C -2.1635 -0.9073 0.4993  0.535
C -1.4467 0.3067 0.7644  0.428
C -1.6756 -1.4447 -0.7412  0.343
C 0.2975 1.7602 -0.4343  -1.434
H 1.1559 1.6537 -1.1091  0.309
H 0.6994 2.1104 0.5260  0.330
H -0.3266 2.5719 -0.8382  0.369
C -1.8627 1.3393 1.7440  -1.629
H -1.0595 2.0498 1.9640  0.374
H -2.1788 0.8928 2.6919  0.296
H -2.7149 1.9255 1.3620  0.356
C -3.3654 -1.3295 1.2601  -1.487
H -4.1226 -0.5338 1.2596  0.302
H -3.1360 -1.5579 2.3038  0.158
H -3.8116 -2.2263 0.8255  0.447
C -2.2316 -2.6274 -1.4531  -1.770
H -3.2102 -2.4160 -1.9072  0.406
H -2.3955 -3.4676 -0.7635  0.417
H -1.5708 -2.9620 -2.2617  0.276
C -0.3523 -0.4119 -2.7020  -1.923
H -1.2525 -0.5423 -3.3154  0.432
H 0.3643 -1.1648 -3.0716  0.224
H 0.0380 0.5810 -2.9510  0.500
C 4.2020 1.3086 -0.3499  -0.818
C 3.8716 1.7191 -1.5715  -0.462
C 3.5297 0.8214 -2.7058  -0.043
C 4.4014 -0.4363 -3.0112  -1.313
C 3.9460 -1.7679 -2.3697  -0.591
C 2.6470 -1.5558 -1.5815  0.435
C 2.6989 -0.7129 -0.2918  0.490
C 4.0827 -0.1288 0.0309  -0.309
H 3.5723 1.4071 -3.6266  0.661
H 5.4759 -0.2528 -2.8351  0.242
H 2.4700 0.5383 -2.6515  -0.471
H 4.8169 -0.7316 -0.5090  -0.565
H 4.6330 1.9701 0.4170  0.432
H 3.8406 2.7875 -1.8250  0.403
H 4.2664 -0.2390 1.1087  0.612
H 2.0053 0.1345 -0.3745  -0.993
H 1.8911 -1.1726 -2.2573  -0.208
H 2.4041 -1.2662 0.6470  0.074
H 4.3188 -0.5723 -4.1163  0.559
H 3.6901 -2.4659 -3.2093  0.918
P 4.8998 -2.9047 -1.2092  1.352
C 6.1012 -2.7515 0.1395  -1.255
C 5.8291 -3.7961 -2.4902  -1.510
P 1.8690 -3.2713 -0.8900  1.679
C 3.5600 -3.8392 -0.3971  -2.070
C 1.6972 -4.2890 -2.3866  -1.653
C 0.7535 -4.1365 0.3294  -1.259
H 5.7136 -3.1999 1.0638  0.432
H 6.3763 -1.7185 0.3595  0.367
H 7.0043 -3.2992 -0.1256  0.485
H 6.6585 -4.3539 -2.0366  0.519
H 6.2604 -3.0546 -3.1760  0.429
H 5.1936 -4.4773 -3.0615  0.388
H 1.2213 -5.1152 0.4837  0.725
H -0.2781 -4.2772 -0.0410  0.360
H 0.7454 -3.7604 1.4099  0.354
H 3.6446 -3.6832 0.6863  0.401
H 3.6992 -4.9113 -0.6026  0.722
H 0.6648 -4.6391 -2.4845  0.441
H 2.3460 -5.1692 -2.2816  0.416
H 1.9782 -3.7636 -3.3070  0.299
F -0.3041 2.3813 5.6167  -0.299
C -0.3518 1.1494 5.0745  0.595
C 0.6050 0.7529 4.1369  -0.302
F 1.5372 1.6254 3.6742  -0.354
C 0.4813 -0.5078 3.5902  0.359
F 1.2526 -0.7198 2.3710  0.026
C -0.5413 -1.4276 3.8827  0.254
S -0.7747 -2.9688 3.1219  -0.246
C -1.5118 -0.9560 4.7885  0.212
F -2.6098 -1.7206 4.9684  -0.376
C -1.4120 0.2924 5.3836  0.248
F -2.3841 0.7140 6.2214  -0.301

---

(4)
The following is a quantum chemistry calculation of a molecular structure, C29H41N12OPRbS, from OMol25.

Results
charge = +1
Kohn-Sham gap = 8.75 eV

Each line ends with the Mulliken charge.
Geometry (Å):
Rb 0.0803 0.2411 0.8000  0.946
C -2.3458 -3.3053 -3.8133  -0.772
N -1.9971 -2.0618 -3.1301  0.268
C -2.6214 -0.8568 -3.3101  -0.792
C -1.9644 0.0314 -2.5081  -0.615
N -0.9484 -0.6016 -1.8423  0.718
C -0.9906 -1.8628 -2.2284  -0.276
P 0.1137 -3.2042 -1.6579  -0.354
C 1.6878 -2.2901 -1.5697  -0.275
N 2.0699 -1.3536 -0.7226  0.324
C 3.3109 -0.9511 -1.1448  -0.313
C 3.6866 -1.6578 -2.2521  -1.118
N 2.6525 -2.5116 -2.5189  0.350
C 2.6103 -3.4559 -3.6350  -0.914
C -0.3551 -3.3727 0.0968  -0.094
N 0.0500 -2.6643 1.1346  0.040
C -0.5826 -3.2023 2.2258  -0.514
C -1.3697 -4.2493 1.8451  -0.729
N -1.2150 -4.3637 0.4909  0.198
C -1.9061 -5.3347 -0.3506  -0.913
H -3.1694 -3.1037 -4.4917  0.318
H -2.6596 -4.0670 -3.1033  0.216
H -1.5016 -3.6799 -4.3869  0.310
H -3.4603 -0.7444 -3.9770  0.454
H -2.1683 1.0830 -2.3755  0.477
H 3.8780 -0.1952 -0.6221  0.489
H 4.5842 -1.6436 -2.8489  0.411
H 3.5952 -3.4869 -4.0922  0.336
H 1.8838 -3.1449 -4.3837  0.321
H 2.3566 -4.4511 -3.2812  0.355
H -0.4428 -2.8066 3.2197  0.437
H -2.0117 -4.9118 2.4022  0.439
H -2.2593 -6.1473 0.2776  0.344
H -1.2253 -5.7397 -1.0947  0.389
H -2.7632 -4.8823 -0.8476  0.265
C 2.1872 2.7430 2.2596  -0.691
C 2.9570 1.6102 2.9451  -1.029
N 2.3678 0.2991 2.6847  0.387
C 2.2379 -0.5847 3.8336  -0.914
C 1.1348 -0.1470 4.8054  -0.801
S -0.4660 0.1304 3.9959  0.014
C -0.7834 1.8858 4.3166  -0.506
C 0.3187 2.8541 3.8848  -1.109
N 0.7491 2.6596 2.5049  0.497
H 2.3298 2.6667 1.1767  0.229
H 2.6268 3.7002 2.5729  0.289
H 2.9671 1.7776 4.0240  0.356
H 4.0042 1.6647 2.6335  0.461
H 2.8133 -0.1800 1.9158  0.106
H 3.1695 -0.6776 4.4072  0.347
H 2.0027 -1.5803 3.4518  0.363
H 1.4121 0.7675 5.3316  0.434
H 1.0079 -0.9114 5.5715  0.539
H -1.0165 2.0309 5.3721  0.498
H -1.7004 2.0869 3.7552  0.163
H 1.1764 2.7375 4.5476  0.335
H -0.0437 3.8723 4.0581  0.456
H 0.2463 3.2778 1.8819  0.057
N -2.2970 2.9739 0.3818  -0.142
C -3.1814 2.0693 0.9537  0.402
C -4.3868 2.4984 1.5224  -0.930
C -5.1985 1.5613 2.1208  -0.404
C -4.8053 0.2252 2.1565  -0.754
C -3.5998 -0.0964 1.5729  -0.319
N -2.7999 0.7949 0.9715  0.187
H -2.6793 3.8514 0.0724  0.259
H -1.5822 2.5918 -0.2227  -0.094
H -4.6631 3.5451 1.4935  0.418
H -6.1386 1.8670 2.5633  0.419
H -5.4119 -0.5343 2.6291  0.456
H -3.2365 -1.1201 1.5860  0.288
N 2.3492 0.6388 -4.4275  -0.224
C 2.1336 1.9752 -4.5819  0.311
O 2.3073 2.5520 -5.6344  -0.643
C 1.6270 2.7125 -3.3725  0.153
C 1.7550 4.0927 -3.3378  -0.517
C 1.2933 4.7797 -2.2301  -1.072
C 0.6950 4.0588 -1.2077  -0.055
N 0.5371 2.7337 -1.2410  0.201
C 1.0062 2.0801 -2.3082  0.035
H 2.7593 0.1639 -5.2142  0.253
H 2.4534 0.2270 -3.5153  0.221
H 2.2153 4.5952 -4.1791  0.515
H 1.3885 5.8542 -2.1558  0.438
H 0.3137 4.5684 -0.3274  0.400
H 0.8457 1.0054 -2.3022  -0.008

---

For each record above, in turn, the calculated energy values are -111354.1705 -105040.2931 -103257.5964 -71444.5613 eV.
For each record above, in turn, the calculated ΔE to the lowest compared entry with this formula, charge and spin values are 0.794 1.983 0.000 0.000 eV.